{
  "formula": "C11H9NO2",
  "method": "ωB97M-V with the def2-TZVPD basis set",
  "symbols": ["C", "C", "C", "C", "C", "C", "C", "C", "C", "C", "C", "N", "O", "O", "H", "H", "H", "H", "H", "H", "H", "H", "H"],
  "xyz": [[0.6065, -0.8056, 2.3777], [0.1649, -0.7538, 1.1525], [-2.6359, 1.9379, -0.3711], [-3.0128, 1.0838, 0.6270], [-1.4739, 1.6679, -1.0788], [-2.1128, 0.2252, 1.2284], [-0.4828, 0.8696, -0.4750], [-0.8245, 0.3051, 0.7036], [0.6827, 0.4708, -1.2062], [1.1191, -1.3137, 0.2665], [2.6152, -1.0040, -1.5555], [1.4553, -0.5707, -0.8202], [0.9007, 1.0985, -2.2222], [1.9798, -2.3087, 0.6923], [0.5380, 0.1023, 3.0181], [-3.3877, 2.5406, -0.8357], [-3.9450, 1.1862, 1.0578], [-1.2537, 2.1951, -1.9580], [-2.2794, -0.6077, 1.9217], [3.3430, -1.5913, -0.9342], [2.3006, -1.7365, -2.2586], [3.1126, -0.1955, -1.9966], [1.6270, -2.7025, 1.4511]],
  "atomic_forces_ev_per_a": [[2.396, -0.861, 3.629], [-2.223, 1.803, -1.466], [0.270, -0.877, -1.991], [0.980, -0.313, 1.814], [0.733, 0.776, 1.552], [0.912, 0.289, -0.650], [-2.532, 1.029, -0.167], [1.273, -4.206, 0.340], [-0.559, 2.302, -1.892], [1.052, -0.133, 2.591], [0.939, -1.623, 0.683], [1.160, -2.787, 1.464], [1.239, -0.429, -0.705], [-0.297, 2.412, -4.706], [-0.882, -0.618, -0.397], [-0.212, 0.563, -0.032], [-2.129, 0.024, 0.547], [0.199, 0.440, -1.221], [-0.428, 0.857, 0.019], [-0.875, 1.014, -0.078], [-0.220, -0.309, -1.155], [0.451, 1.142, -0.772], [-1.247, -0.497, 2.592]],
  "fmax_ha_per_bohr": 0.1030,
  "lumo_energy_ev": [-0.31, -0.31],
  "relative_energy_kcal_mol": 37.3,
  "orbital_gap_ev": [7.01, 7.01],
  "homo_ev": [-7.33, -7.32]
}

{
  "formula": "C11H9NO4",
  "method": "ωB97M-V with the def2-TZVPD basis set",
  "symbols": ["O", "C", "O", "C", "C", "C", "C", "C", "C", "C", "C", "C", "O", "N", "C", "O", "H", "H", "H", "H", "H", "H", "H", "H", "H"],
  "xyz": [[-2.0173, 2.6130, -1.1416], [-1.7790, 2.2560, -2.4072], [-2.1674, 0.9138, -2.9423], [-0.8739, 0.1663, -2.9684], [-0.9853, -1.3010, -2.1863], [-0.6007, -0.9633, -0.5960], [-1.7380, -0.9333, 0.6103], [-1.2165, -0.5444, 2.1428], [0.3778, -0.2277, 2.3553], [1.5267, -0.2843, 1.1865], [1.0111, -0.6527, -0.3257], [3.0166, 0.0559, 1.7817], [4.1701, -0.1007, 1.1271], [2.6960, 0.5061, 3.1896], [1.2621, 0.2075, 3.6649], [0.9584, 0.3596, 4.9563], [-1.2134, 2.9916, -3.1525], [-0.0505, 0.8504, -2.4423], [-0.4858, 0.0457, -4.0911], [-2.0654, -1.7547, -2.2070], [-0.2225, -2.1016, -2.6283], [-2.8656, -1.1917, 0.3575], [-1.9544, -0.5086, 3.0505], [1.7735, -0.6833, -1.2428], [3.4432, 0.2815, 3.9091]],
  "atomic_forces_ev_per_a": [[1.407, -2.515, -8.629], [-1.480, 0.925, 5.939], [2.655, 2.427, 1.485], [1.342, -0.303, -0.604], [0.276, 0.896, 1.436], [1.143, 0.299, 2.659], [4.686, 0.901, 0.697], [2.807, -0.173, -3.223], [0.664, -0.395, -2.433], [-4.429, -0.755, -1.204], [-2.045, 0.317, 3.086], [1.603, -1.058, -1.992], [-7.044, 1.247, 4.590], [-0.225, -2.252, -1.106], [-0.628, 0.641, 4.040], [1.735, -1.076, -8.204], [-1.275, -1.766, 1.410], [-1.652, -1.799, -0.928], [-1.186, 0.078, 2.323], [2.076, 1.093, -0.174], [-1.604, 1.965, 0.976], [2.717, 0.689, 0.705], [1.675, -0.032, -2.003], [-1.882, 0.026, 2.314], [-1.337, 0.620, -1.158]],
  "fmax_ha_per_bohr": 0.1769,
  "lumo_energy_ev": -1.47,
  "smiles": "O=COCCc1ccc2c(c1)C(=O)NC2=O",
  "relative_energy_kcal_mol": 321.4,
  "orbital_gap_ev": 7.79,
  "homo_ev": -9.26
}

{
  "formula": "C11H9NO4SYb",
  "method": "ωB97M-V with the def2-TZVPD basis set",
  "symbols": ["Yb", "C", "O", "C", "O", "C", "O", "C", "O", "C", "H", "H", "C", "H", "H", "S", "C", "N", "C", "C", "C", "C", "H", "H", "H", "H", "H"],
  "xyz": [[-1.2413, 0.1801, -0.8931], [0.4478, -0.4446, -1.3946], [1.4911, -0.8308, -1.7048], [-1.7669, -0.1113, -2.6981], [-2.0539, -0.2990, -3.7988], [-0.7354, 1.9646, -1.3271], [-0.4083, 3.0372, -1.5960], [-1.7877, -1.5892, -0.4466], [-2.0976, -2.6679, -0.1824], [-3.0173, 1.0135, 0.3475], [-3.2350, 0.2828, 1.1186], [-2.7270, 1.9995, 0.6931], [-3.4698, 0.8271, -0.9452], [-3.5404, 1.6644, -1.6306], [-4.0484, -0.0523, -1.2053], [-0.4399, 0.5528, 1.6106], [1.0896, 0.0225, 1.4463], [2.0982, 0.9082, 1.1996], [3.3868, 0.4928, 1.0527], [3.7042, -0.8636, 1.1515], [2.6881, -1.7860, 1.4052], [1.3722, -1.3457, 1.5570], [1.8899, 1.9292, 1.1184], [4.1696, 1.2151, 0.8566], [4.7269, -1.1959, 1.0322], [2.9200, -2.8402, 1.4827], [0.5844, -2.0635, 1.7506]],
  "atomic_forces_ev_per_a": [[-5.135, 4.482, 12.327], [14.447, -5.531, -5.144], [-3.383, 1.311, 1.075], [-3.566, -2.453, -14.566], [0.932, 0.675, 3.942], [5.177, 14.906, -4.250], [-1.360, -3.758, 1.054], [-3.852, -15.666, 3.376], [0.933, 4.000, -0.882], [-4.234, 0.856, -1.642], [0.196, -0.335, 0.083], [0.339, 0.173, -0.049], [-2.137, 1.462, 3.209], [0.248, 0.154, -0.252], [0.110, -0.370, -0.135], [-3.175, 1.560, 1.776], [4.028, -1.664, -0.235], [0.410, 0.324, -0.183], [0.091, -0.935, 0.124], [-0.499, 0.461, 0.011], [0.088, 0.514, -0.027], [0.291, 0.412, -0.076], [0.374, -1.078, 0.248], [-0.281, 0.317, 0.046], [0.040, 0.150, -0.003], [-0.029, -0.063, 0.042], [-0.052, 0.094, 0.130]],
  "fmax_ha_per_bohr": 0.3205,
  "s_squared": 0.776,
  "spin_multiplicity": 2,
  "lumo_energy_ev": [-13.97, -15.59],
  "relative_energy_kcal_mol": 324.3,
  "total_charge": 3,
  "orbital_gap_ev": [6.71, 4.98],
  "homo_ev": [-20.69, -20.56]
}

{
  "formula": "C11H9NO4Sm",
  "method": "ωB97M-V with the def2-TZVPD basis set",
  "symbols": ["Sm", "O", "C", "C", "O", "C", "O", "C", "O", "C", "H", "H", "C", "H", "H", "C", "C", "C", "N", "C", "C", "H", "H", "H", "H", "H"],
  "xyz": [[0.0537, 0.0657, 0.3791], [-0.0170, 3.7517, 0.2542], [0.0051, 2.5993, 0.2481], [0.0282, -2.5192, 0.1882], [0.0026, -3.6699, 0.2361], [2.5821, 0.0129, 0.0491], [3.7344, -0.0051, 0.0060], [-2.5181, -0.0124, 0.0799], [-3.6694, -0.0206, 0.0441], [-0.0029, 0.6757, -2.6871], [-0.9255, 1.2402, -2.6457], [0.9186, 1.2432, -2.6546], [-0.0002, -0.6682, -2.6580], [0.9230, -1.2340, -2.6221], [-0.9200, -1.2380, -2.6109], [-0.2335, -0.9113, 5.1854], [0.6078, 0.0655, 4.6292], [0.5966, 0.2431, 3.2457], [-0.2187, -0.5283, 2.4523], [-1.0444, -1.4777, 2.9944], [-1.0763, -1.6942, 4.3684], [-0.2451, -1.0729, 6.2738], [1.2702, 0.6878, 5.2611], [1.2225, 0.9934, 2.7374], [-1.6461, -2.0323, 2.2783], [-1.7480, -2.4619, 4.7705]],
  "atomic_forces_ev_per_a": [[0.035, 0.057, -1.231], [0.091, -5.092, -0.072], [-0.107, 6.401, -0.005], [-0.065, -5.739, 0.114], [0.119, 4.862, -0.268], [6.336, -0.118, -0.271], [-5.123, 0.074, 0.118], [-5.884, -0.014, -0.232], [4.938, 0.014, 0.106], [0.004, -0.393, 1.044], [-0.170, 0.099, -0.422], [0.159, 0.098, -0.430], [0.003, 0.336, 0.876], [0.137, -0.073, -0.380], [-0.146, -0.074, -0.386], [-0.240, -0.233, 0.051], [0.375, 0.440, -0.280], [-0.755, -0.861, 0.515], [-0.159, -0.298, 1.414], [0.573, 0.483, 0.661], [0.097, 0.174, -0.475], [0.057, 0.127, -0.545], [-0.513, -0.485, -0.440], [-0.063, -0.126, 0.253], [-0.053, -0.042, 0.327], [0.355, 0.384, -0.043]],
  "fmax_ha_per_bohr": 0.1245,
  "s_squared": 8.763,
  "spin_multiplicity": 6,
  "lumo_energy_ev": [-13.93, -13.30],
  "total_charge": 3,
  "orbital_gap_ev": [7.15, 7.79],
  "homo_ev": [-21.09, -21.08]
}

| no. | DFT total energy (eV) |
| --- | --- |
| 1 | -17133.6426 |
| 2 | -21220.7904 |
| 3 | -63552.8607 |
| 4 | -39104.5970 |